{
  "formula": "C6H25NO5S",
  "method": "wB97M-V/def2-TZVPD",
  "symbols": ["C", "C", "N", "C", "C", "C", "C", "S", "H", "H", "H", "H", "H", "H", "H", "H", "H", "H", "H", "H", "H", "H", "H", "O", "H", "H", "O", "H", "H", "O", "H", "H", "O", "H", "H", "O", "H", "H"],
  "xyz": [[1.5728, 1.8020, -0.3071], [0.1449, 2.1399, -0.5899], [-0.9333, 1.5038, 0.1596], [-1.1572, 0.0804, -0.2086], [-2.0749, 0.0240, -1.4308], [-1.8262, -0.6908, 0.9572], [-0.8377, -0.7914, 2.2013], [-0.0201, -2.3462, 2.1332], [2.2095, 1.9190, -1.2404], [2.0844, 0.8375, -0.0967], [1.8200, 2.3916, 0.5498], [0.0117, 2.1580, -1.6720], [-0.0796, 3.3163, -0.5260], [-1.8223, 2.0075, 0.0516], [-0.1436, -0.3304, -0.3809], [-3.0973, 0.2512, -1.3144], [-1.8600, 0.6882, -2.2629], [-2.0549, -0.9968, -1.7802], [-2.6956, -0.0880, 1.2297], [-2.0502, -1.6848, 0.5745], [-0.2155, 0.1390, 2.0975], [-1.5150, -0.6566, 3.0652], [0.7752, -2.1698, 3.2411], [-0.8211, -3.4287, -1.3469], [-0.9401, -3.4446, -2.2941], [0.1153, -3.5630, -1.2040], [1.7483, -2.9049, -1.2269], [1.3230, -2.2562, -0.5987], [1.7292, -3.7430, -0.7740], [0.1714, 2.3286, 2.6879], [0.6111, 2.1050, 1.8389], [-0.6799, 2.0832, 2.3172], [0.8151, 0.7068, -3.7134], [0.2156, 0.6595, -2.9601], [1.5660, 0.1671, -3.4653], [2.6860, 0.1717, 2.1484], [3.2758, 0.8497, 1.7804], [1.9493, 0.7653, 2.3600]],
  "forces_ev_per_angstrom": [[2.04, -0.67, -0.91], [-2.12, 2.77, -1.44], [0.08, -0.60, 0.41], [-0.63, 0.98, 0.20], [1.27, -0.96, -0.76], [1.85, 0.58, 0.01], [-2.06, 2.22, -1.11], [0.99, -0.45, 0.80], [-0.75, 1.32, 1.08], [-1.97, -0.43, 0.33], [1.23, 0.83, 0.12], [-0.31, -0.96, -0.41], [1.06, -2.25, 0.71], [0.68, -0.13, -0.08], [-0.54, -0.05, -0.24], [-1.37, 0.26, 1.24], [0.87, 0.08, -0.14], [-0.02, -0.37, -0.48], [-0.22, -0.49, 0.07], [-0.54, -0.03, 0.16], [-0.19, -1.39, 0.47], [0.79, -0.34, -0.01], [-0.36, -0.15, -0.76], [-1.18, -0.09, 0.45], [0.04, -0.03, -0.34], [0.02, 0.18, -0.44], [-0.24, 1.46, 0.53], [0.80, -1.01, -0.65], [0.53, -0.41, 0.59], [0.73, -0.29, -0.99], [0.20, 0.57, 0.83], [-0.89, 0.09, 0.40], [-0.18, 0.17, -0.01], [0.03, -0.09, -0.07], [0.19, -0.21, 0.03], [0.06, 1.01, -0.17], [0.35, -0.59, 0.10], [-0.26, -0.57, 0.46]],
  "smiles": "CCN[C@H](C)CCS.O.O.O.O.O",
  "homo_lumo_gap_ev": 9.49,
  "de_lowest_kj_mol": 171.8
}

***

{
  "formula": "C6H25NO6",
  "method": "wB97M-V/def2-TZVPD",
  "symbols": ["C", "C", "C", "C", "C", "N", "C", "O", "H", "H", "H", "H", "H", "H", "H", "H", "H", "H", "H", "H", "H", "H", "H", "O", "H", "H", "O", "H", "H", "O", "H", "H", "O", "H", "H", "O", "H", "H"],
  "xyz": [[2.3544, 1.1926, -1.8080], [1.3576, 0.7064, -0.8541], [1.2283, 1.7349, 0.3061], [0.8087, 1.1875, 1.6059], [-0.7848, 1.5732, 1.8102], [-1.5826, 0.4518, 1.2409], [-2.4907, -0.2479, 2.1333], [-3.1873, -1.2886, 1.4760], [3.1757, 1.7971, -1.3119], [1.9840, 1.9161, -2.5641], [2.8929, 0.4151, -2.4242], [0.3316, 0.5700, -1.2587], [1.7151, -0.2296, -0.4490], [0.7359, 2.5780, 0.0794], [2.3356, 2.1683, 0.4356], [0.9675, 0.0920, 1.6037], [1.3453, 1.5150, 2.4533], [-1.0074, 2.4014, 1.0635], [-1.1791, 1.8936, 2.8162], [-1.0453, -0.1578, 0.8009], [-3.2234, 0.5277, 2.5173], [-1.9314, -0.8242, 2.9161], [-3.2871, -1.1576, 0.4685], [2.8645, -2.6621, -1.0294], [2.4549, -2.3837, -0.1568], [3.5360, -1.9612, -1.3017], [-3.0200, -0.4028, -1.8638], [-2.6640, 0.3968, -1.7391], [-2.4279, -1.0293, -2.0459], [1.2412, -2.2634, 1.6065], [0.5156, -2.1395, 1.2382], [1.0876, -2.8350, 2.3448], [0.1029, -2.8359, -1.5517], [0.9842, -3.1422, -1.8225], [-0.4277, -3.6069, -1.3847], [-1.7439, 1.9884, -2.0251], [-2.4826, 2.4644, -2.1049], [-1.5344, 1.5978, -1.2208]],
  "forces_ev_per_angstrom": [[2.51, 1.30, -2.64], [-1.52, 0.73, 1.52], [5.86, -1.70, 0.17], [-3.35, -0.59, 1.00], [0.44, -0.54, -1.59], [-3.44, 3.29, 2.50], [-0.21, 0.13, -0.16], [-0.14, -0.05, -2.21], [-0.80, -0.92, -0.28], [-0.19, -0.42, 0.40], [-0.74, 0.48, 0.68], [0.78, -0.32, -0.22], [-0.24, -0.34, 0.28], [-2.15, 2.90, -1.25], [-2.03, -0.95, -0.12], [-0.50, 0.46, 0.20], [0.78, 0.82, 0.78], [0.54, -0.36, 1.40], [0.76, -0.59, -0.86], [3.13, -3.36, -2.25], [0.89, -0.93, 0.07], [-0.56, 0.86, 0.06], [0.27, 0.38, 2.22], [0.72, 1.53, 0.58], [0.81, -0.32, -1.30], [-1.48, -1.35, 0.80], [-6.60, -1.53, 0.84], [2.35, 4.28, 0.27], [3.95, -3.51, -1.21], [10.52, -1.34, 4.68], [-10.51, 1.71, -5.49], [0.01, -0.49, 0.60], [0.19, 0.52, -0.09], [-0.14, 0.17, 0.24], [-0.20, -0.55, 0.00], [4.70, -1.83, -2.68], [-4.44, 2.75, 0.37], [-0.01, -0.33, 2.69]],
  "smiles": "CCCCCNCO.O.O.O.O.O",
  "homo_lumo_gap_ev": 9.27,
  "de_lowest_kj_mol": 426.0
}

***

{
  "formula": "C6H25NO7",
  "method": "wB97M-V/def2-TZVPD",
  "symbols": ["C", "C", "C", "C", "C", "N", "C", "O", "H", "H", "H", "H", "H", "H", "H", "H", "H", "H", "H", "H", "H", "O", "H", "H", "O", "H", "H", "O", "H", "H", "O", "H", "H", "O", "H", "H", "O", "H", "H"],
  "xyz": [[-0.8481, 0.4584, 3.1402], [-0.1681, 1.5563, 2.3026], [-0.7789, 2.9297, 2.6774], [-0.3841, 1.2407, 0.7797], [-1.7729, 1.5190, 0.2901], [0.7769, 1.8424, 0.1048], [1.8787, 1.2531, -0.3943], [2.0428, 0.0571, -0.5668], [-1.1147, 0.7708, 4.1556], [-1.7818, 0.1656, 2.6803], [-0.0798, -0.2910, 3.3152], [0.9092, 1.6159, 2.4572], [-0.2856, 3.4028, 3.5295], [-1.7951, 2.6923, 2.9977], [-0.7217, 3.6928, 1.8970], [-0.2453, 0.1594, 0.7033], [-1.9946, 2.5437, -0.0576], [-1.9134, 1.0294, -0.6706], [-2.5082, 1.3652, 1.0753], [0.7606, 2.8186, 0.2519], [2.6933, 1.9683, -0.5887], [0.9926, -2.7137, 1.5403], [0.4089, -2.1341, 2.0394], [0.5470, -2.9090, 0.7159], [-1.0383, -1.5976, -0.4801], [-0.7688, -1.5465, -1.3974], [-1.6802, -2.2293, -0.1718], [3.5167, -1.6974, 1.9036], [3.3089, -0.9151, 1.3777], [2.6398, -2.1217, 1.9636], [0.9457, -1.8372, -2.6009], [1.2294, -2.7427, -2.4562], [1.1950, -1.3378, -1.8099], [-1.5059, -1.7368, -3.9944], [-0.5513, -1.7549, -4.0003], [-1.8250, -0.8286, -3.9795], [-3.0052, 0.6654, -3.3882], [-2.4683, 1.4303, -3.1503], [-3.1514, 0.2071, -2.5511]],
  "forces_ev_per_angstrom": [[1.08, 0.79, 0.66], [-1.03, 0.91, -0.24], [0.27, -0.34, 0.31], [1.72, -1.28, 1.60], [-0.07, 1.76, -1.46], [-1.45, -0.22, -0.48], [0.02, -0.10, 0.35], [-0.28, -0.06, -0.04], [0.10, 0.36, -0.13], [0.04, -0.65, -0.21], [-0.48, -0.79, -0.34], [-0.04, -0.42, 0.16], [0.06, -0.34, 0.14], [-0.22, 0.71, -0.31], [-0.35, -0.20, -0.18], [0.08, 0.10, -0.19], [0.62, 0.23, 0.64], [-0.47, -0.93, 0.41], [-0.14, -0.68, -0.32], [0.66, 1.12, -0.21], [-0.13, 0.08, -0.15], [0.00, -0.25, 0.59], [-0.16, -0.02, -0.21], [-0.19, 0.28, -0.28], [0.68, 1.08, 1.57], [-0.61, -1.03, -0.69], [-0.33, -0.42, -1.06], [-0.35, 0.23, 0.16], [0.19, -0.10, -0.11], [0.48, -0.07, -0.21], [-0.14, 0.11, -0.01], [0.11, -0.04, 0.11], [0.49, 0.10, 0.06], [-0.74, -0.53, -0.02], [0.36, 0.37, 0.17], [0.19, 0.18, -0.13], [0.14, 0.06, 0.19], [-0.07, -0.01, -0.07], [-0.07, -0.01, -0.07]],
  "smiles": "CC(C)[C@@H](C)NC=O.O.O.O.O.O.O",
  "homo_lumo_gap_ev": 10.43,
  "de_lowest_kj_mol": 155.7
}

***

{
  "formula": "C6H26F9O19Pt2S3",
  "method": "wB97M-V/def2-TZVPD",
  "symbols": ["Pt", "Pt", "C", "F", "F", "F", "S", "O", "O", "O", "C", "F", "F", "F", "S", "O", "O", "O", "C", "F", "F", "F", "S", "O", "O", "O", "O", "H", "H", "O", "H", "H", "O", "H", "H", "O", "H", "H", "O", "H", "H", "O", "H", "H", "O", "H", "H", "O", "H", "H", "O", "H", "H", "C", "C", "C", "O", "H", "H", "H", "H", "H", "H", "H", "H"],
  "xyz": [[-0.3456, 3.1291, -0.6473], [0.5935, -1.4731, -3.1540], [1.5980, -0.6908, 1.2564], [1.4002, 0.0265, 2.3682], [2.6650, -0.2609, 0.6207], [1.7612, -1.9659, 1.6122], [0.0878, -0.5076, 0.2382], [0.5032, -1.1811, -0.9956], [-0.9668, -1.1420, 0.9667], [-0.0960, 0.9116, 0.0897], [-3.3287, 1.0024, -3.5741], [-3.7374, 0.5640, -2.3899], [-3.6260, 0.1212, -4.5056], [-3.9005, 2.1710, -3.8350], [-1.5189, 1.2640, -3.5194], [-1.1782, 1.8715, -4.7453], [-1.3181, 2.0446, -2.3136], [-0.9903, -0.1040, -3.3312], [3.9053, 1.9450, -2.6874], [4.4691, 0.7420, -2.5823], [4.1552, 2.6323, -1.5583], [4.4109, 2.5819, -3.7057], [2.0648, 1.7304, -2.9132], [1.8676, 0.2798, -2.8202], [1.4438, 2.3654, -1.7536], [1.7665, 2.3170, -4.1566], [2.9841, 2.5698, 1.2592], [3.4260, 2.5301, 0.4057], [3.6983, 2.6398, 1.9122], [0.4757, 3.5105, 1.3912], [0.1914, 3.7994, 2.2636], [1.4263, 3.2641, 1.4676], [4.5987, -2.6623, 1.6285], [4.2596, -3.2750, 2.2906], [4.4468, -3.1079, 0.7901], [-0.8468, -3.0843, -2.5301], [-0.8526, -4.0036, -2.8274], [-1.7464, -2.8705, -2.2485], [4.7880, -2.1095, -1.9977], [4.5905, -2.9913, -1.6672], [4.5961, -1.5134, -1.2651], [4.6733, 1.1235, 3.3306], [5.3098, 0.4261, 3.1362], [3.8172, 0.7198, 3.1503], [0.2758, -2.3882, 4.2058], [0.9163, -1.8894, 3.6935], [-0.2456, -2.8706, 3.5541], [-2.3216, 2.8480, 0.2625], [-2.5696, 1.8884, 0.4002], [-2.7472, 3.3261, 0.9826], [-1.2233, -4.5220, 1.1459], [-1.1197, -3.7456, 0.5847], [-1.9403, -5.0340, 0.7587], [-4.8718, -1.2408, 1.2896], [-4.3475, 0.1619, 1.4859], [-3.9206, 0.4050, 2.9214], [-3.2136, 0.3783, 0.5996], [-5.8228, -1.3533, 1.8168], [-4.1826, -1.9811, 1.6919], [-5.1175, -1.3653, 0.2336], [-5.0951, 0.9058, 1.2150], [-4.7839, 0.5071, 3.5797], [-3.3371, 1.3270, 2.9825], [-3.3050, -0.4125, 3.3034], [-2.5491, -0.2845, 0.8389]],
  "forces_ev_per_angstrom": [[-0.14, -1.81, 0.29], [0.00, 1.35, 1.17], [-0.51, -0.10, 0.43], [0.32, 0.06, 0.06], [0.19, 0.03, -0.14], [-0.01, 0.11, -0.25], [0.27, 0.40, -0.75], [0.00, -0.65, 0.34], [-0.10, -0.84, 0.16], [0.06, 0.64, 0.05], [0.26, 0.34, 0.45], [-0.27, -0.17, 0.12], [-0.19, -0.20, -0.27], [-0.07, -0.19, -0.03], [0.57, 0.25, -0.21], [0.12, 0.22, -0.59], [-0.37, 0.44, 0.29], [-0.85, -0.58, -0.05], [-0.12, -0.68, 0.59], [0.08, 0.24, 0.05], [0.03, -0.02, -0.13], [0.13, 0.25, -0.22], [-0.75, 0.18, 0.23], [0.47, -1.07, -0.32], [0.73, 0.61, 0.57], [-0.11, 0.36, -0.99], [0.04, 0.19, 0.29], [-0.06, 0.03, -0.16], [-0.04, -0.14, 0.00], [0.43, 0.20, -0.10], [-0.38, 0.13, -0.18], [0.26, -0.18, -0.22], [-0.05, 0.06, 0.00], [0.06, 0.01, 0.02], [0.08, -0.06, 0.06], [0.25, -0.37, -0.34], [0.03, 0.07, -0.08], [0.07, 0.31, -0.14], [-0.28, -0.04, 0.03], [0.12, -0.02, -0.04], [0.06, 0.03, -0.01], [-0.17, 0.07, -0.20], [0.04, 0.05, 0.02], [0.03, -0.08, 0.09], [-0.10, -0.01, 0.03], [-0.04, -0.06, 0.06], [0.04, -0.03, 0.01], [-0.24, 0.33, 0.10], [-0.07, -0.32, -0.12], [0.19, 0.23, -0.06], [0.09, 0.08, -0.11], [-0.05, 0.05, 0.11], [-0.01, 0.00, 0.07], [-0.85, 0.43, -0.16], [0.52, -0.01, 0.31], [0.08, 0.19, 0.14], [-0.48, 0.20, 0.17], [0.10, -0.02, 0.14], [0.12, -0.11, -0.28], [0.30, -0.38, 0.01], [0.00, -0.02, -0.27], [-0.02, -0.03, -0.03], [-0.04, -0.01, 0.09], [0.04, 0.02, -0.07], [0.19, 0.03, -0.04]],
  "spin_multiplicity": 5,
  "s_squared": 6.00,
  "total_charge": 1,
  "homo_lumo_gap_ev": [8.62, 7.39]
}